DFT (wB97M-V/def2-TZVPD) results for a structure of composition C6H12S at a distorted geometry.

Each line ends with the Löwdin charge.
Element x y z (Å)
C (0.9162, -1.2778, 0.7680)  -0.16
C (0.7693, -0.1768, 0.0622)  -0.22
C (-0.1311, -1.9838, 1.5690)  -0.10
C (1.8880, 0.4308, -0.6752)  -0.11
C (-1.3097, 0.8633, -1.4573)  -0.20
C (-1.0197, 0.5596, -0.0220)  -0.63
S (-0.9705, 2.0283, 0.9849)  0.73
H (2.0449, -1.5106, 1.0202)  0.15
H (-0.9470, -2.3332, 1.0572)  0.05
H (0.2436, -2.7819, 2.2138)  0.08
H (-0.4385, -1.2401, 2.1985)  0.04
H (2.8007, 0.6847, -0.1265)  0.09
H (1.5586, 1.3358, -1.1861)  0.06
H (2.2900, -0.1377, -1.4829)  0.07
H (-0.5761, 1.5582, -1.8116)  0.04
H (-1.2625, 0.0627, -2.2634)  0.10
H (-2.3736, 1.2339, -1.5637)  0.09
H (-1.7484, -0.1331, 0.4681)  0.07
H (-1.7342, 2.8177, 0.2468)  -0.15

DFT total energy	-17249.204	eV
frontier orbital gap	9.75	eV
energy relative to the best compared isomer or geometry (same formula, charge and spin)	55.28	kcal per mole
total charge	0